# C18H35N4O2Si

A 2-piece molecular cluster, C18H35N4O2Si overall at a distorted geometry (ωB97M-V/def2-TZVPD, OMol25).

Properties
Total charge: +1
Highest occupied orbital energy in eV: -12.723
E_tot in eV: -37162.478
HOMO-LUMO gap in eV: 10.18

Each line ends with the Löwdin charge.
CARTESIAN COORDINATES (ANGSTROEM)
1 C 3.192 -2.348 2.288  -0.161
2 Si 3.150 -0.751 1.316  0.551
3 C 4.488 0.400 1.958  -0.162
4 C 3.472 -1.108 -0.487  -0.164
5 C 1.537 0.287 1.566  -0.249
6 C 1.530 1.510 0.645  -0.130
7 N 0.808 0.979 -0.538  0.132
8 C -0.155 0.170 -0.003  -0.309
9 N -1.303 -0.044 -0.606  0.156
10 C -2.436 -0.831 -0.107  -0.142
11 C -3.694 0.032 -0.058  -0.168
12 C -3.729 1.080 1.055  -0.181
13 C -3.414 0.549 2.443  -0.278
14 O -3.635 1.597 3.371  -0.049
15 N 0.220 -0.325 1.210  0.049
16 C 0.080 -1.732 1.492  -0.266
17 C -0.104 -2.136 2.798  -0.013
18 C -0.187 -3.496 3.051  -0.114
19 N -0.108 -4.419 2.100  0.089
20 C 0.066 -4.016 0.848  -0.118
21 C 0.172 -2.683 0.484  -0.020
22 H 2.675 -3.138 1.737  0.028
23 H 2.748 -2.295 3.282  0.038
24 H 4.239 -2.652 2.372  0.045
25 H 5.211 -0.178 2.536  0.038
26 H 4.073 1.146 2.644  0.036
27 H 4.998 0.931 1.154  0.038
28 H 4.455 -1.572 -0.603  0.047
29 H 3.494 -0.170 -1.052  0.032
30 H 2.716 -1.741 -0.957  0.024
31 H 1.564 0.614 2.608  0.123
32 H 0.934 2.320 1.079  0.132
33 H 2.523 1.882 0.398  0.119
34 H 0.403 1.716 -1.105  0.130
35 H -1.411 0.406 -1.511  0.133
36 H -2.188 -1.230 0.868  0.100
37 H -2.596 -1.678 -0.779  0.135
38 H -3.792 0.546 -1.021  0.117
39 H -4.555 -0.637 0.014  0.125
40 H -3.082 1.934 0.827  0.114
41 H -4.743 1.488 1.093  0.125
42 H -2.381 0.181 2.503  0.098
43 H -4.066 -0.308 2.660  0.130
44 H -2.987 1.555 4.079  0.087
45 H -0.175 -1.405 3.595  0.127
46 H -0.322 -3.853 4.067  0.119
47 H 0.140 -4.789 0.091  0.120
48 H 0.330 -2.400 -0.549  0.122
49 C 0.618 2.314 -4.605  -0.056
50 C -0.873 2.042 -4.535  -0.475
51 C -1.696 3.169 -5.129  -0.050
52 O -1.273 1.807 -3.166  -0.090
53 H 0.863 3.226 -4.052  0.084
54 H 1.185 1.489 -4.173  0.077
55 H 0.941 2.451 -5.636  0.088
56 H -1.102 1.108 -5.049  0.142
57 H -1.510 4.102 -4.588  0.087
58 H -2.760 2.947 -5.066  0.085
59 H -1.436 3.328 -6.174  0.089
60 H -1.110 2.627 -2.685  0.083